[1]
{
  "formula": "C12H25IrN5O6",
  "method": "the ωB97M-V functional and the def2-TZVPD basis",
  "symbols": ["O", "H", "Ir", "N", "N", "N", "N", "O", "O", "O", "O", "C", "C", "C", "C", "C", "H", "H", "H", "C", "H", "H", "H", "C", "C", "H", "H", "H", "H", "H", "H", "H", "H", "C", "H", "H", "H", "O", "H", "H", "C", "C", "C", "N", "H", "H", "H", "H", "H"],
  "xyz": [[-0.488, -0.848, -3.560], [-0.020, -0.859, -4.450], [0.864, 0.260, 0.132], [2.023, -1.242, -0.760], [-0.212, -1.565, 0.266], [1.339, 2.208, 0.240], [-0.719, 1.153, 1.005], [3.218, -1.027, -1.094], [2.270, 2.812, -0.557], [-1.837, 0.542, 1.408], [-1.134, -1.759, 1.167], [0.234, -2.679, -0.338], [1.466, -2.476, -0.989], [0.440, 3.079, 0.742], [-0.734, 2.479, 1.231], [2.135, -3.518, -1.822], [1.855, -3.323, -2.871], [1.844, -4.557, -1.580], [3.212, -3.390, -1.672], [-0.528, -3.954, -0.115], [-1.555, -3.901, -0.519], [-0.630, -4.265, 0.946], [0.038, -4.746, -0.622], [0.714, 4.529, 0.608], [-1.907, 3.171, 1.914], [1.242, 4.829, -0.316], [1.323, 4.809, 1.477], [-0.239, 5.073, 0.653], [-2.684, 2.413, 2.184], [-2.349, 3.940, 1.214], [-1.490, 3.700, 2.816], [2.303, 2.329, -1.423], [-1.624, -0.525, 1.310], [-2.230, -0.703, -2.984], [-2.815, -1.705, -2.983], [-2.351, 0.120, -3.709], [-2.157, -0.329, -1.904], [0.904, 0.726, -1.736], [0.323, -0.351, -3.174], [0.288, 1.423, -2.009], [0.409, -0.599, 5.049], [1.755, -0.392, 4.410], [1.514, -0.493, 2.978], [1.099, -0.302, 1.905], [-0.272, 0.130, 4.636], [0.362, -0.534, 6.126], [0.029, -1.562, 4.747], [2.208, 0.559, 4.643], [2.489, -1.130, 4.690]],
  "mulliken_charge": [-0.35, 0.32, 0.64, 0.76, 0.47, 0.40, 0.46, -0.60, -0.53, -0.59, -0.53, -0.04, 0.61, 0.43, 0.22, -1.38, 0.27, 0.42, 0.37, -1.39, 0.29, 0.30, 0.38, -1.28, -1.47, 0.37, 0.28, 0.34, 0.33, 0.36, 0.32, 0.42, 0.49, -0.67, 0.27, 0.29, 0.17, -1.04, 0.30, 0.31, -1.09, -0.43, 0.62, -0.38, 0.29, 0.36, 0.34, 0.28, 0.29],
  "total_charge": 1,
  "fmax_ev_per_a": 6.75,
  "total_energy_ha": -1301.08082,
  "de_lowest_kj_mol": 351.2,
  "multiplicity": 5,
  "e_homo_ev": [-8.11, -11.27]
}

=====

[2]
{
  "formula": "C35H36FN6O3RhSb",
  "method": "the ωB97M-V functional and the def2-TZVPD basis",
  "symbols": ["Rh", "C", "C", "C", "C", "C", "C", "N", "Sb", "C", "C", "C", "C", "C", "C", "N", "C", "C", "C", "C", "C", "C", "N", "H", "H", "H", "H", "H", "H", "H", "H", "H", "H", "H", "H", "H", "H", "H", "H", "H", "H", "F", "C", "C", "C", "C", "O", "C", "C", "N", "C", "C", "C", "C", "C", "C", "N", "C", "C", "N", "C", "C", "C", "O", "O", "H", "H", "H", "H", "H", "H", "H", "H", "H", "H", "H", "H", "H", "H", "H", "H", "H", "H"],
  "xyz": [[-0.190, 0.501, -3.006], [0.034, 3.269, -1.165], [-0.220, 3.559, -2.608], [-0.379, 4.892, -2.981], [-0.578, 5.235, -4.295], [-0.593, 4.212, -5.233], [-0.449, 2.899, -4.827], [-0.286, 2.560, -3.518], [-0.484, 1.505, -6.462], [1.146, 0.392, -5.685], [2.135, -0.049, -6.540], [3.263, -0.672, -6.015], [3.388, -0.752, -4.646], [2.380, -0.274, -3.818], [2.586, -0.285, -2.333], [1.258, 0.240, -4.353], [-1.871, 0.260, -5.460], [-2.906, -0.249, -6.216], [-3.905, -0.991, -5.602], [-3.860, -1.119, -4.237], [-2.817, -0.569, -3.495], [-2.939, -0.669, -2.007], [-1.803, 0.069, -4.126], [0.345, 4.183, -0.666], [0.804, 2.516, -1.025], [-0.876, 2.906, -0.684], [-0.328, 5.651, -2.214], [-0.698, 6.268, -4.593], [-0.718, 4.439, -6.283], [2.028, 0.087, -7.608], [4.038, -1.055, -6.665], [4.271, -1.180, -4.190], [3.545, 0.184, -2.113], [2.610, -1.310, -1.963], [1.825, 0.262, -1.771], [-2.931, -0.071, -7.283], [-4.714, -1.424, -6.176], [-4.641, -1.641, -3.701], [-3.953, -0.380, -1.731], [-2.255, -0.035, -1.456], [-2.794, -1.706, -1.698], [-0.211, 2.489, 3.762], [-0.048, 1.239, 3.295], [-0.093, 1.036, 1.950], [-0.013, -0.263, 1.428], [-0.113, -0.499, 0.001], [-0.265, 0.498, -0.786], [-0.068, -1.841, -0.423], [0.067, -2.842, 0.519], [0.187, -2.630, 1.826], [0.315, -3.762, 2.736], [1.165, -4.923, 2.335], [1.632, -3.996, 3.416], [0.126, -1.333, 2.325], [0.202, -1.097, 3.704], [0.114, 0.183, 4.221], [0.174, 0.389, 5.608], [0.584, 1.664, 6.177], [1.234, 1.430, 7.530], [0.261, 0.724, 8.436], [-0.202, -0.572, 7.830], [-0.787, -0.301, 6.455], [-0.192, -2.315, -1.840], [-0.388, -3.487, -2.064], [-0.066, -1.453, -2.818], [-0.240, 1.876, 1.287], [0.068, -3.871, 0.187], [-0.597, -3.960, 3.284], [1.688, -4.882, 1.389], [0.809, -5.907, 2.604], [2.444, -3.323, 3.176], [1.614, -4.341, 4.441], [0.358, -1.929, 4.374], [-0.263, 2.355, 6.288], [1.318, 2.150, 5.542], [1.523, 2.365, 8.006], [2.102, 0.779, 7.443], [-0.548, 1.330, 8.603], [0.687, 0.554, 9.350], [-0.939, -1.014, 8.498], [0.674, -1.217, 7.774], [-1.709, 0.292, 6.561], [-1.072, -1.254, 6.018]],
  "mulliken_charge": [0.12, -1.06, 0.86, -0.85, -0.68, -0.73, -0.14, 0.61, 1.00, -0.06, -0.77, -0.47, -0.92, 1.35, -1.21, 0.50, -0.05, -0.76, -0.53, -0.86, 1.46, -1.49, 0.57, 0.53, 0.20, 0.19, 0.49, 0.45, 0.44, 0.45, 0.46, 0.52, 0.63, 0.36, -0.16, 0.44, 0.46, 0.52, 0.65, -0.18, 0.41, -0.34, 0.35, -0.59, 0.93, 0.67, -0.54, 0.65, -0.33, 0.30, -0.36, -1.02, -0.41, -0.83, -0.85, -0.95, 0.27, -0.63, -0.99, -0.14, -0.71, -0.61, -0.26, -0.67, -0.49, 0.41, 0.90, 0.49, 0.36, 0.27, 0.22, 0.33, 0.88, 0.43, 0.49, 0.45, 0.37, 0.40, 0.36, 0.40, 0.38, 0.21, 0.45],
  "total_charge": 3,
  "fmax_ev_per_a": 0.56,
  "total_energy_ha": -2359.39544,
  "de_lowest_kj_mol": 7.8,
  "e_homo_ev": -15.67
}

=====

[3]
{
  "formula": "C29H35BCl4F3N3O9P2S2",
  "method": "the ωB97M-V functional and the def2-TZVPD basis",
  "symbols": ["C", "C", "C", "C", "C", "C", "C", "C", "N", "C", "B", "O", "O", "N", "S", "O", "O", "C", "F", "F", "F", "C", "C", "C", "C", "C", "C", "C", "C", "P", "O", "O", "C", "C", "O", "C", "C", "C", "O", "N", "O", "C", "P", "C", "C", "C", "C", "S", "H", "H", "H", "H", "H", "H", "H", "H", "H", "H", "H", "H", "H", "H", "H", "H", "H", "H", "H", "H", "H", "H", "H", "H", "H", "H", "H", "H", "H", "H", "H", "H", "H", "H", "H", "Cl", "C", "Cl", "Cl", "Cl"],
  "xyz": [[-1.881, 4.982, 1.161], [-1.771, 4.566, 2.311], [-1.418, 3.620, 3.520], [-1.838, 2.121, 3.284], [-1.131, 1.292, 2.233], [-1.424, -0.143, 1.939], [-2.513, -0.795, 2.778], [-3.276, -0.026, 3.846], [-4.306, -0.721, 4.597], [-2.934, 1.447, 4.083], [-3.809, 2.211, 5.217], [-4.590, 3.371, 4.928], [-3.787, 1.625, 6.528], [-0.801, -0.982, 0.918], [-1.782, -1.194, -0.486], [-2.248, -2.602, -0.460], [-1.023, -1.052, -1.754], [-3.340, -0.162, -0.504], [-3.135, 1.190, -0.268], [-4.361, -0.695, 0.288], [-3.831, -0.243, -1.819], [0.583, -0.629, 0.607], [1.461, -1.762, 0.090], [0.865, -3.197, -0.094], [0.956, -4.187, 0.879], [2.895, -1.531, -0.295], [3.760, -2.711, -0.870], [3.720, -2.642, -2.496], [2.667, -1.583, -3.050], [2.509, -1.649, -4.936], [3.834, -1.670, -5.639], [1.485, -2.922, -5.348], [1.043, -2.831, -6.734], [-0.540, -2.633, -6.877], [1.672, -0.230, -5.388], [0.501, -0.069, -4.544], [-0.705, 0.681, -5.257], [3.538, -0.181, -0.146], [4.899, 0.028, -0.469], [5.091, 0.243, -1.832], [5.651, 1.272, -1.957], [2.663, 0.960, 0.369], [3.551, 2.634, 0.528], [2.719, 3.926, -0.593], [3.412, 3.214, 2.340], [3.964, 4.723, 2.493], [1.220, 0.725, 0.710], [0.178, 2.143, 1.275], [-1.949, 5.322, 0.093], [-1.870, 4.085, 4.447], [-0.289, 3.608, 3.697], [-2.761, -1.882, 2.592], [-4.390, -1.694, 4.287], [-5.202, -0.227, 4.560], [-4.223, 3.785, 4.121], [-4.718, 1.329, 6.669], [0.318, -3.403, -1.069], [1.909, -4.484, 1.405], [0.005, -4.766, 1.110], [4.848, -2.628, -0.550], [3.397, -3.729, -0.546], [3.441, -3.644, -2.945], [4.744, -2.295, -2.818], [1.603, -1.762, -2.672], [2.923, -0.504, -2.821], [1.268, -3.851, -7.193], [1.628, -2.037, -7.301], [-0.975, -3.496, -7.483], [-1.080, -2.547, -5.890], [-0.722, -1.669, -7.456], [0.098, -1.082, -4.206], [0.752, 0.513, -3.595], [-0.534, 1.802, -5.305], [-0.911, 0.232, -6.280], [-1.664, 0.547, -4.649], [2.836, 4.969, -0.156], [1.649, 3.649, -0.825], [3.339, 3.933, -1.551], [4.072, 2.588, 3.032], [2.358, 3.096, 2.740], [4.768, 4.928, 1.713], [3.145, 5.497, 2.409], [4.421, 4.845, 3.531], [-6.632, -4.968, 7.398], [-6.126, -3.393, 6.761], [-5.078, -3.635, 5.348], [-7.558, -2.460, 6.281], [-5.235, -2.507, 8.012]],
  "mulliken_charge": [0.04, -0.37, -1.04, 0.05, 1.35, -1.13, -0.47, -0.10, -0.14, -0.09, 0.61, -0.63, -0.55, 0.82, 0.92, -0.69, -0.42, 0.52, -0.17, -0.19, -0.20, -0.75, 0.43, -1.02, -0.87, 0.62, -1.27, -0.73, 0.25, 0.93, -0.78, -0.39, -0.34, -0.76, -0.49, 0.48, -1.08, 0.01, -0.31, 0.32, -0.36, -0.03, 0.12, -0.91, 0.01, -1.06, 0.97, -0.17, 0.36, 0.47, 0.37, 0.26, 0.14, 0.22, 0.34, 0.28, 0.37, 0.25, 0.28, 0.37, 0.22, 0.51, 0.28, -0.24, 0.16, 0.41, 0.32, 0.29, 0.17, 0.17, 0.08, 0.12, 0.32, 0.23, 0.23, 0.35, 0.24, 0.33, 0.36, -0.10, 0.29, 0.27, 0.35, -0.10, 0.37, -0.12, -0.11, -0.09],
  "smiles": "C#CCc1c2c(cc(N)c1B(O)O)N(S(=O)(=O)C(F)(F)F)c1c(C=C)c(CCCP(=O)(OCC)OCC)c(ON=O)c(P(C)CC)c1S2.ClC(Cl)(Cl)Cl",
  "fmax_ev_per_a": 7.06,
  "total_energy_ha": -5611.41236,
  "e_homo_ev": -8.25
}

=====

Q: What is the formula in the first record?
A: C12H25IrN5O6